*i*
C4H12 | wB97M-V/def2-TZVPD

Last column: Mulliken charge in e.
Atoms and positions in Å:
C  1.1605  1.5221  0.7249  -0.616
C  -0.0536  1.6205  1.6669  -0.861
H  2.0296  1.3410  1.3584  0.300
H  1.0291  0.7648  -0.0333  0.102
H  1.3575  2.4980  0.2743  0.238
H  0.0950  2.1646  2.5842  0.340
H  -0.2919  0.5705  1.9213  0.222
H  -0.9784  1.8111  1.1193  0.291
C  -0.3512  -0.8799  -1.5784  -0.815
C  -0.7213  -2.1206  -0.7395  -0.842
H  0.6913  -1.0501  -1.8865  0.255
H  -0.8327  -0.9852  -2.5505  0.352
H  -0.4306  0.1236  -1.1917  0.197
H  -1.5447  -2.5930  -1.2892  0.283
H  -1.2027  -1.9148  0.2129  0.270
H  0.0440  -2.8725  -0.5931  0.286

* E_HOMO: -11.4 eV
* net charge: 0
* orbital gap: 12.6 eV
* SMILES string: CC.CC

*ii*
C4H12 | wB97M-V/def2-TZVPD

Last column: Mulliken charge in e.
Atoms and positions in Å:
C  -0.5477  0.2307  2.6774  -0.938
C  0.2935  0.9904  1.6450  -0.643
H  -0.2113  0.4116  3.7104  0.286
H  -1.6026  0.3838  2.6687  0.348
H  -0.2049  -0.7249  2.5062  0.290
H  -0.2031  0.9057  0.6866  0.123
H  0.3576  2.1307  1.7868  0.315
H  1.3144  0.6730  1.7380  0.326
C  0.4104  0.0725  -1.9369  -0.255
C  -0.1233  -1.2315  -2.4147  -0.851
H  0.2183  0.1807  -0.7643  -0.286
H  1.4779  0.1743  -2.1573  0.297
H  -0.1870  0.8831  -2.5207  0.242
H  0.4441  -1.8878  -3.1662  0.265
H  -1.1967  -1.1811  -2.8548  0.217
H  -0.2395  -2.0112  -1.6041  0.265

* E_HOMO: -10.9 eV
* net charge: 0
* orbital gap: 12.0 eV
* SMILES string: CC.CC

Most stable: *i* (next structure +0.573 eV)

*i*
C4H12 | wB97M-V/def2-TZVPD

Last column: Mulliken charge in e.
Atoms and positions in Å:
C  2.1308  -0.7007  0.5276  -0.791
C  1.3879  -0.3866  1.8190  -0.872
H  1.5208  -1.2834  -0.1536  0.217
H  2.3037  0.2221  -0.0476  0.252
H  3.1454  -1.0777  0.6066  0.331
H  0.4141  -0.8756  1.8744  0.276
H  1.9115  -0.7931  2.6912  0.325
H  1.2621  0.6668  2.0599  0.263
C  -1.9352  -0.0940  -1.5398  -0.820
C  -1.5856  1.1776  -0.7741  -0.742
H  -2.4808  0.0999  -2.4591  0.278
H  -1.0926  -0.7581  -1.7805  0.254
H  -2.4732  -0.8246  -0.9301  0.283
H  -2.2336  1.2969  0.0854  0.262
H  -1.7612  2.0706  -1.3868  0.330
H  -0.5144  1.2599  -0.5924  0.153

* E_HOMO: -11.6 eV
* net charge: 0
* orbital gap: 12.8 eV
* SMILES string: CC.CC

*ii*
C4H12 | wB97M-V/def2-TZVPD

Last column: Mulliken charge in e.
Atoms and positions in Å:
C  -0.8139  1.8577  -1.8856  -0.894
C  0.1195  2.1420  -0.6983  -0.637
H  -0.3503  1.1623  -2.5653  0.285
H  -1.6612  1.3479  -1.4153  0.249
H  -1.3435  2.6583  -2.4008  0.326
H  0.5265  1.1566  -0.5129  0.089
H  0.9538  2.7788  -1.0078  0.299
H  -0.3569  2.6330  0.1335  0.283
C  1.0990  -2.0646  1.2928  -0.928
C  -0.4090  -1.8517  1.3774  -0.682
H  1.4123  -2.1283  0.2691  0.285
H  1.7193  -1.2403  1.6471  0.281
H  1.4741  -3.0072  1.6901  0.335
H  -1.0038  -2.3752  0.6204  0.258
H  -0.8598  -2.2731  2.2784  0.270
H  -0.5062  -0.7960  1.1770  0.181

* E_HOMO: -11.5 eV
* net charge: 0
* orbital gap: 12.6 eV
* SMILES string: CC.CC

Most stable: *i* (next structure +0.087 eV)

*i*
C4H12 | wB97M-V/def2-TZVPD

Last column: Mulliken charge in e.
Atoms and positions in Å:
C  0.7335  -2.1245  -1.0182  -0.826
C  -0.7321  -1.8538  -0.6717  -0.532
H  1.2738  -1.1992  -1.1992  0.252
H  1.2469  -2.6860  -0.2353  0.249
H  0.7982  -2.7398  -1.9188  0.298
H  -1.1588  -2.6943  -0.1215  0.296
H  -1.3131  -1.6241  -1.5643  0.258
H  -0.8603  -0.9666  -0.0510  0.008
C  -0.4264  2.1325  1.4674  -0.831
C  0.4270  1.8903  0.2125  -0.466
H  -1.2004  1.3660  1.5595  0.269
H  0.1706  2.1356  2.3732  0.260
H  -0.9710  3.0711  1.3539  0.270
H  0.5548  0.8380  -0.0357  -0.109
H  -0.0047  2.4192  -0.6349  0.272
H  1.4206  2.3377  0.3186  0.331

* E_HOMO: -11.8 eV
* net charge: 0
* orbital gap: 13.0 eV
* SMILES string: CC.CC

*ii*
C4H12 | wB97M-V/def2-TZVPD

Last column: Mulliken charge in e.
Atoms and positions in Å:
C  -0.1316  1.6575  -1.7472  -0.893
C  0.7030  2.1301  -0.5515  -0.735
H  0.4061  0.9492  -2.3764  0.265
H  -1.0663  1.1272  -1.5114  0.280
H  -0.4562  2.5177  -2.3364  0.331
H  0.1587  2.6298  0.2495  0.263
H  1.4208  2.8595  -0.9270  0.318
H  1.2126  1.2438  -0.1672  0.187
C  0.0718  -1.3378  0.8254  -0.797
C  -0.6424  -2.5521  1.5181  -0.841
H  0.3385  -1.3328  -0.2393  0.353
H  -0.5720  -0.4599  0.6521  0.207
H  0.8894  -1.0887  1.5001  0.276
H  -1.6877  -2.3097  1.3624  0.249
H  -0.2987  -3.5285  1.1838  0.285
H  -0.3462  -2.5051  2.5652  0.253

* E_HOMO: -11.5 eV
* net charge: 0
* orbital gap: 12.6 eV
* SMILES string: CC.CC

Most stable: *i* (next structure +0.535 eV)